No. 1
DFT (ωB97M-V/def2-TZVPD) results for a 6-piece molecular cluster, C24H45FN4O24PS5 overall.

Results
**Highest occupied orbital energy**: -11.07 eV
**E**: -5398.17010 Eh
**HOMO-LUMO gap**: 7.87 eV

Structure (ORCA input):
```
! wB97M-V def2-TZVPD RIJCOSX def2/J DEFGRID3
* xyz 1 1
S -4.070 1.381 -11.727
S -4.088 -0.867 -1.054
S 1.985 5.422 7.417
S -2.862 2.432 -6.141
S 8.437 -4.159 0.764
P 2.679 -2.188 0.184
F -3.745 0.554 4.526
O -1.781 3.302 -6.423
O 7.804 -4.196 2.238
O -5.127 0.080 -0.877
O -4.540 0.653 -13.064
O 0.932 6.557 7.028
O -4.231 3.240 -6.190
O 1.166 -2.831 -0.051
O 9.389 -5.197 0.646
O -2.866 1.631 -4.958
O 3.237 6.019 6.625
O -3.111 1.499 -7.404
O -4.513 0.604 -10.617
O 2.481 -1.031 1.403
O 2.256 5.474 8.802
O 9.215 -2.768 0.912
O 1.577 4.210 6.790
O 7.375 -3.993 -0.163
O -2.689 -0.122 -0.817
O -4.068 -2.086 -0.315
O 2.295 -1.817 3.500
O -3.904 -1.198 -2.588
O 0.913 -4.275 4.866
O -4.359 2.764 -11.802
O -2.501 1.175 -11.914
N -2.424 -0.819 2.473
N 0.413 0.948 4.773
N 0.876 3.167 3.934
N 2.517 1.392 3.866
C -4.858 3.043 -7.475
C 1.598 7.656 6.386
C 1.118 1.736 3.744
C -0.230 0.067 2.388
C -1.089 -5.539 4.259
C -4.405 -0.496 3.910
C -3.406 0.369 -13.901
C -1.939 -2.061 2.561
C -1.809 -0.397 -1.927
C -2.739 -0.509 -3.115
C -0.322 -4.215 4.180
C -2.260 0.186 -12.929
C 0.616 1.313 2.321
C -0.574 -2.314 2.567
C 1.790 -1.408 2.516
C -1.602 0.234 2.383
C 2.790 7.023 5.700
C 8.374 -3.159 3.048
C 3.589 -3.516 1.066
C 0.300 -1.229 2.476
C -0.115 -3.741 2.711
C 8.734 -2.065 2.064
C -3.892 -0.635 2.504
C -4.474 1.634 -7.866
H -1.837 -5.545 3.471
H 0.983 0.773 5.587
H 3.619 -4.373 0.397
H -0.127 3.312 3.985
H 3.051 2.089 3.358
H 2.500 6.528 4.770
H -4.530 1.459 -8.945
H -2.285 -0.799 -12.461
H 3.062 -3.753 1.989
H 2.793 1.469 4.839
H 1.289 -3.621 -0.594
H -4.287 -1.397 4.512
H 0.922 -3.575 5.521
H -1.627 -5.578 5.201
H -2.619 -2.895 2.641
H -2.305 -1.080 -3.930
H -4.077 0.303 1.987
H -5.087 0.896 -7.344
H 9.501 -1.394 2.442
H -1.289 0.346 -13.387
H -0.669 -4.361 2.011
H -3.044 0.474 -3.486
H 1.485 1.148 1.694
H -1.082 0.402 -2.040
H 1.256 3.441 4.834
H 1.907 8.366 7.154
H 7.856 -1.485 1.771
H -0.480 1.346 5.022
H -0.945 -3.470 4.681
H -5.465 -0.252 3.885
H -3.244 1.223 -14.560
H 7.657 -2.830 3.795
H -1.290 -1.336 -1.723
H -0.003 2.101 1.901
H 0.925 8.145 5.688
H 4.597 -3.160 1.250
H -5.932 3.179 -7.393
H -4.449 3.779 -8.169
H 3.588 7.732 5.500
H -0.398 -6.370 4.153
H -4.312 -1.474 1.961
H 9.260 -3.558 3.545
H -3.595 -0.518 -14.498
H -2.064 1.205 2.309
H 0.932 -3.829 2.459
*
```

Mulliken population analysis, charges in e, atoms 1 to 6: 1.16, 1.14, 1.06, 1.02, 1.10, -0.15

=====

No. 2
DFT (ωB97M-V/def2-TZVPD) results for a 2-piece molecular cluster, C4H8O2 overall.

Results
**ΔE to the lowest compared entry with this formula, charge and spin**: 449.8 kJ/mol
**Highest occupied orbital energy (spin up / spin down)**: -7.79 / -8.09 eV
**E**: -307.54110 Eh
**HOMO-LUMO gap (spin up / spin down)**: 7.39 / 8.19 eV

Structure (ORCA input):
```
! wB97M-V def2-TZVPD RIJCOSX def2/J DEFGRID3
* xyz 0 1
O 0.421 -0.123 0.111
O 1.834 2.086 2.418
C 1.614 1.398 1.431
C 0.455 0.590 1.242
C -0.366 -1.584 -1.593
C -0.517 -0.887 -0.290
H -1.746 1.351 -0.471
H -1.298 -1.528 -2.165
H -0.340 0.439 1.965
H -1.361 -1.049 0.379
H 0.436 -1.124 -2.175
H -1.326 1.720 0.031
H 2.324 1.361 0.574
H -0.132 -2.649 -1.457
*
```

natural (NBO) population analysis, charges in e, atoms 1 to 6: -0.33, -0.58, 0.30, -0.08, -0.69, 0.22

=====

No. 3
DFT (ωB97M-V/def2-TZVPD) results for C41H38BCdCl2N5O8S3 as an isolated structure.

Results
**ΔE to the lowest compared entry with this formula, charge and spin**: 104.9 kJ/mol
**Highest occupied orbital energy**: -1.54 eV
**E**: -4768.46096 Eh
**HOMO-LUMO gap**: 4.49 eV

Structure (ORCA input):
```
! wB97M-V def2-TZVPD RIJCOSX def2/J DEFGRID3
* xyz -2 1
Cd 0.864 -0.048 -0.376
Cl 6.094 1.509 2.170
Cl 0.649 1.759 2.448
S -0.666 -4.185 -0.445
S 0.304 4.328 -2.767
S 3.280 1.999 0.649
O -5.458 0.781 -4.462
O -7.348 0.980 -3.456
O -7.637 0.454 1.282
O 2.835 -2.604 0.136
O -1.493 -0.022 0.303
O -1.398 -0.307 -1.914
O 2.656 -1.433 2.086
O -5.874 0.025 2.437
N -6.141 0.808 -3.460
N -6.439 0.253 1.388
N 1.134 -3.712 -2.356
N 1.686 -5.397 -0.883
N 0.059 2.375 -1.100
C 3.098 -0.044 -2.742
C 3.629 -2.367 2.217
C -3.706 4.073 1.727
C -5.108 3.897 1.126
C -5.631 0.262 0.160
C 4.435 -2.632 3.302
C 4.646 -4.111 0.887
C -4.117 0.319 -2.138
C 0.249 -2.767 -3.018
C -2.693 4.189 0.587
C 3.482 0.962 5.118
C 0.748 2.745 -2.123
C -5.484 0.540 -2.172
C -4.265 0.043 0.242
C 1.615 -5.838 0.498
C 3.738 -3.086 1.032
C -0.888 3.313 -0.745
C 5.362 -3.667 3.164
C 3.888 0.460 -3.767
C 2.465 -3.788 -2.926
C 4.573 1.410 3.026
C 2.224 1.525 3.154
C -2.705 5.330 -0.238
C 2.018 0.656 -2.197
C 2.600 2.472 -3.748
C 2.264 1.190 4.492
C -1.990 -0.112 -0.844
C 3.631 1.725 -4.287
C -1.828 5.478 -1.295
C -0.914 4.461 -1.543
C 4.643 1.078 4.367
C -6.271 0.519 -1.037
C 1.814 1.940 -2.722
C 5.465 -4.394 1.983
C -1.783 3.182 0.318
C 0.763 -4.415 -1.274
C 1.780 -6.528 -1.790
C 3.367 1.648 2.322
C -3.504 0.078 -0.917
C -3.683 5.340 2.593
C -3.405 2.880 2.636
B 2.146 -1.520 0.770
H 0.738 -6.469 0.686
H -0.672 -2.662 -2.459
H -4.127 2.851 3.455
H 2.661 -7.120 -1.534
H -3.511 0.335 -3.033
H -3.951 6.231 2.025
H 2.421 3.477 -4.120
H 0.892 -7.173 -1.704
H 3.361 -1.006 -2.312
H 3.526 0.696 6.166
H 4.246 2.133 -5.081
H 1.871 -6.207 -2.825
H -7.332 0.700 -1.081
H 4.351 -2.040 4.204
H 4.715 -4.664 -0.042
H -5.140 3.011 0.489
H -3.422 6.120 -0.049
H -2.690 5.493 3.019
H -4.398 5.240 3.414
H 1.567 -4.977 1.158
H 0.727 -1.787 -3.061
H 5.615 0.906 4.812
H -1.856 6.367 -1.913
H 2.485 -4.409 -3.830
H 2.775 -2.783 -3.206
H -3.476 1.933 2.101
H 3.161 -4.185 -2.192
H 2.526 -6.399 0.718
H 6.197 -5.189 1.910
H 4.719 -0.123 -4.154
H -1.733 2.270 0.898
H 1.332 1.097 5.034
H 0.040 -3.113 -4.036
H -5.384 4.757 0.512
H 6.021 -3.903 3.991
H -3.775 -0.149 1.186
H -5.855 3.785 1.917
H -2.401 2.947 3.058
*
```

Mulliken population analysis, charges in e, atoms 1 to 6: 1.84, -0.27, 0.07, -0.36, -0.56, -0.15